No. 1
Computed, not measured: C44H46AsBrMnO5S2Si as an isolated structure, with ωB97M-V/def2-TZVPD.

net charge = +2
HOMO-LUMO gap (alpha / beta) = 4.9166 / 7.1051 eV
maximum force = 2.53 eV Å⁻¹
2S+1 = 4
E_LUMO (alpha / beta) = -8.38 / -6.19 eV
HOMO level (alpha / beta) = -13.29 / -13.29 eV
DFT total energy = -248349.2762 eV

Each line ends with the Löwdin charge.
Element x y z (Å)
Mn: 0.18648 -0.10218 -1.12830  0.8412
O: 2.13663 -0.07186 -1.19499  -0.6018
S: 3.60312 -0.42093 -0.96059  1.1105
C: 4.39898 1.22331 -0.65496  -0.2536
C: 3.37727 2.30569 -0.32703  -0.2248
C: 2.94330 3.08199 -1.57163  -0.2149
C: 1.82324 4.07198 -1.27125  -0.2601
S: 0.15974 3.34988 -1.57682  1.0865
O: 0.35041 1.84263 -1.46124  -0.6340
C: 0.14236 3.64943 -3.34913  -0.4086
C: 0.52241 2.65390 -4.23323  -0.0926
C: 0.51981 2.92540 -5.59360  -0.0446
C: 0.13022 4.17770 -6.04933  -0.0406
C: -0.26512 5.16169 -5.15254  -0.0403
C: -0.26319 4.90042 -3.79124  -0.0727
C: 3.73150 -1.00718 0.72324  -0.4391
C: 4.80600 -1.83995 1.00470  -0.1044
C: 5.02163 -2.22482 2.31875  -0.0459
C: 4.17214 -1.77490 3.32154  -0.0339
C: 3.08757 -0.96307 3.01486  -0.0415
C: 2.85278 -0.58111 1.70357  -0.0595
H: 4.96585 1.46363 -1.55546  0.0993
H: 5.09784 1.05538 0.16082  0.1040
H: 3.81242 2.99878 0.39502  0.1339
H: 2.50210 1.85353 0.14471  0.0737
H: 2.62025 2.38107 -2.34522  0.0992
H: 3.80014 3.62569 -1.97239  0.1343
H: 1.86581 4.95193 -1.91111  0.1030
H: 1.83749 4.39954 -0.23047  0.0995
H: 0.81411 1.67877 -3.86241  0.1037
H: 0.82375 2.16164 -6.29655  0.1187
H: 0.13182 4.38602 -7.11059  0.1208
H: -0.57755 6.13172 -5.51368  0.1223
H: -0.57520 5.65977 -3.08271  0.1236
H: 5.45547 -2.18064 0.20633  0.1202
H: 5.85800 -2.86732 2.55717  0.1205
H: 4.35570 -2.06069 4.34850  0.1196
H: 2.43098 -0.60512 3.79812  0.1014
H: 1.99407 0.02755 1.45520  0.0722
C: -2.15958 -0.92956 -3.68235  -0.1940
As: -2.12714 -0.00096 -1.96806  1.2443
C: -3.81079 -0.51286 -1.14024  -0.1825
C: -2.61079 1.76139 -2.68453  -0.2224
H: -3.10175 -0.67932 -4.17045  0.0628
H: -2.10517 -2.00630 -3.55573  0.0378
H: -1.33713 -0.59308 -4.31373  0.0454
H: -4.53616 0.28223 -1.29226  0.0526
H: -3.67610 -0.68276 -0.07609  0.0226
H: -4.12960 -1.44077 -1.60819  0.0542
H: -3.65969 1.70379 -2.97301  0.0583
H: -2.01456 1.98730 -3.56522  0.0264
H: -2.49790 2.56007 -1.95335  0.0135
Br: 2.18054 -3.95207 -0.28000  0.8822
C: 0.75750 -4.85393 -1.15197  -0.5685
C: 0.92385 -6.21127 -1.36534  -0.1113
C: -0.10098 -6.95627 -1.92483  -0.0384
C: -1.30760 -6.35408 -2.24691  -0.0455
C: -1.47377 -5.00123 -2.03600  -0.0063
C: -0.44469 -4.21832 -1.50253  -0.1471
C: -0.76227 -2.77146 -1.36594  -0.5141
O: -1.92527 -2.39434 -1.34531  -0.0628
O: 0.21523 -1.89645 -1.37891  -0.1536
H: 1.85399 -6.68731 -1.08900  0.1071
H: 0.03890 -8.01555 -2.09216  0.1216
H: -2.11602 -6.93809 -2.66413  0.1180
H: -2.40497 -4.51247 -2.28692  0.1221
O: -0.34546 0.05204 0.55655  -0.3361
Si: -0.98784 -0.04917 2.05955  0.5597
C: 0.05130 1.03843 3.18968  -0.2336
C: -0.06781 0.90620 4.57289  -0.0893
C: 0.63940 1.74743 5.42115  -0.0590
C: 1.46567 2.72980 4.89366  -0.0645
C: 1.57199 2.88588 3.51882  -0.0709
C: 0.86107 2.04852 2.67202  -0.1105
C: -1.06747 -1.83868 2.61308  -0.2170
C: -0.15247 -2.35295 3.53351  -0.0893
C: -0.20496 -3.68653 3.91183  -0.0612
C: -1.16004 -4.52669 3.35864  -0.0625
C: -2.07561 -4.02964 2.44169  -0.0657
C: -2.03568 -2.69122 2.08151  -0.0962
C: -2.65031 0.84287 1.94615  -0.2353
C: -3.71800 0.56189 2.79464  -0.0746
C: -4.88122 1.31935 2.72595  -0.0586
C: -4.98212 2.36466 1.81993  -0.0658
C: -3.93174 2.63821 0.95381  -0.0810
C: -2.77282 1.87831 1.01676  -0.1329
H: -0.72089 0.14666 4.98874  0.1109
H: 0.53951 1.63466 6.49271  0.1140
H: 2.01638 3.38459 5.55587  0.1123
H: 2.20479 3.66296 3.10778  0.1032
H: 0.92216 2.17692 1.59413  0.0771
H: 0.60473 -1.70772 3.96126  0.0744
H: 0.50121 -4.06724 4.63840  0.1115
H: -1.18818 -5.57011 3.64439  0.1124
H: -2.82390 -4.68232 2.00968  0.1114
H: -2.75823 -2.30844 1.37439  0.0899
H: -3.63909 -0.24248 3.51731  0.1110
H: -5.71127 1.09473 3.38324  0.1138
H: -5.87302 2.97839 1.80385  0.1124
H: -4.01378 3.45310 0.24365  0.1057
H: -1.93479 2.10200 0.35983  0.0664

***

No. 2
Computed, not measured: C44H46F6O4S2 as an isolated structure, with ωB97M-V/def2-TZVPD.

energy relative to the best compared isomer or geometry (same formula, charge and spin) = 43.4 kcal/mol
HOMO-LUMO gap = 8.5892 eV
maximum force = 13.14 eV Å⁻¹
E_LUMO = 0.28 eV
HOMO level = -8.31 eV
DFT total energy = -92525.3027 eV

Each line ends with the Löwdin charge.
Element x y z (Å)
F: 7.37173 -1.18857 0.07875  0.0097
C: 6.63750 -1.30368 -1.08895  -0.2174
C: 5.24861 -1.16376 -1.22988  -0.0633
C: 4.57713 -1.15672 -2.37746  -0.0414
C: 5.40707 -1.38143 -3.61275  -0.0293
C: 6.73146 -1.73387 -3.46391  -0.1247
C: 7.42095 -1.80883 -2.22842  -0.0030
H: 4.65544 -0.55756 -0.45423  0.1315
H: 3.59645 -1.06672 -2.40173  0.0373
H: 4.88587 -1.32831 -4.45881  0.0437
H: 7.21990 -2.07626 -4.30178  0.0670
H: 8.60767 -1.99925 -2.03704  0.1577
F: -4.43225 1.57468 0.20717  0.0698
C: -3.99081 2.81538 0.41037  -0.2961
C: -2.62280 2.99434 0.31655  0.0209
C: -2.14543 4.34734 0.39969  -0.0459
C: -3.05778 5.35937 0.39178  -0.1150
C: -4.40079 5.19309 0.46590  -0.0621
C: -4.87705 3.87664 0.47281  0.0036
H: -1.99083 2.15694 0.36207  0.0847
H: -1.09876 4.47202 0.38286  0.0664
H: -2.79097 6.38342 0.56004  0.1054
H: -5.17548 5.85756 0.40470  0.0846
H: -5.84899 3.53764 0.64944  0.1017
F: 0.70581 -0.94284 4.18435  -0.0206
C: -0.17689 0.20516 4.18666  -0.1592
C: -1.50950 0.07374 4.49393  -0.0190
C: -2.49011 1.08698 4.35353  -0.0323
C: -1.99780 2.30637 3.87979  -0.0394
C: -0.59418 2.42135 3.52421  -0.0774
C: 0.33043 1.41701 3.56739  0.0065
H: -1.95732 -0.80166 4.80182  0.0595
H: -3.41164 0.88549 4.34792  0.0300
H: -2.61026 3.20958 3.66916  0.1122
H: -0.47200 3.26640 3.07222  0.0288
H: 1.37306 1.45112 3.23408  0.1199
F: 0.90275 0.12814 -8.13151  0.0789
C: -0.00580 0.79509 -7.42976  -0.2778
C: -1.30736 1.14137 -7.82550  -0.0689
C: -2.20385 1.59434 -6.95811  -0.1122
C: -1.86119 1.95775 -5.60964  -0.0560
C: -0.51684 1.66276 -5.17326  -0.0682
C: 0.34508 1.06695 -6.07932  -0.0238
H: -1.45145 1.08496 -8.90228  0.1192
H: -3.40506 1.67226 -7.07334  0.1565
H: -2.54638 2.27447 -4.94754  0.0461
H: -0.25922 2.05816 -4.24385  0.0740
H: 1.48467 0.98930 -5.98410  0.1409
F: 1.44628 -6.10308 1.70333  0.0834
C: 0.54831 -5.63240 0.85652  -0.2913
C: 0.98808 -5.11560 -0.38659  -0.0201
C: 0.08733 -4.74588 -1.35907  -0.0583
C: -1.33914 -4.82742 -1.03979  -0.1276
C: -1.79389 -5.23833 0.16633  -0.1067
C: -0.83942 -5.70682 1.12783  0.0009
H: 2.14343 -5.22293 -0.48453  0.1571
H: 0.38668 -4.64041 -2.31028  0.0625
H: -2.00283 -4.40028 -1.81003  0.1027
H: -2.93682 -5.39557 0.04288  0.1395
H: -1.14439 -6.06883 2.05715  0.0817
F: -0.29465 -4.99106 6.67988  0.0623
C: -1.39681 -4.46892 6.08419  -0.2611
C: -1.33201 -3.80672 4.83212  0.0333
C: -2.54872 -3.19616 4.38552  -0.0686
C: -3.80636 -3.19672 5.08942  -0.0468
C: -3.71273 -3.84835 6.33277  -0.0345
C: -2.51791 -4.49340 6.80582  0.0047
H: -0.54460 -3.88089 4.24353  0.0586
H: -2.43046 -2.49116 3.59076  0.0702
H: -4.70448 -2.74658 4.84641  0.0738
H: -4.56305 -3.80579 6.87639  0.0623
H: -2.55548 -4.97022 7.63798  0.0564
C: 2.80028 4.84069 -1.25148  -0.2134
C: 2.09092 4.77672 0.12352  -0.1984
C: 1.93574 3.36930 0.40476  -0.2782
S: 3.13643 2.52496 -0.55714  0.6743
O: 2.40767 1.97336 -1.70316  -0.3193
O: 4.14395 1.87050 0.24082  -0.3033
C: 3.88137 3.92217 -1.15172  -0.2768
H: 3.14272 5.83846 -1.34863  0.1171
H: 2.12497 4.67540 -1.99732  0.0981
H: 1.00505 5.05958 0.09973  0.1181
H: 2.61625 5.28085 0.89021  0.1147
H: 0.98064 2.87039 -0.10573  0.1441
H: 2.17456 3.12325 1.38898  0.0833
H: 4.36899 3.74485 -2.00287  0.0834
H: 4.65876 4.14889 -0.38583  0.1478
C: -1.86933 -0.93239 0.33663  -0.1986
C: -1.77819 -0.71351 -1.20507  -0.1864
C: -0.51588 -0.16805 -1.49709  -0.1943
S: 0.57978 -0.61471 -0.07896  0.6914
O: 0.87224 0.53358 0.53845  -0.2631
O: 1.58072 -1.44159 -0.74695  -0.3065
C: -0.64247 -1.57704 0.85375  -0.1434
H: -2.80371 -1.25920 0.83522  0.1446
H: -1.88528 -0.10598 0.81885  0.0187
H: -2.60336 0.00053 -1.40473  0.1352
H: -1.90331 -1.67177 -1.60099  0.0980
H: -0.65159 0.81133 -1.63033  0.0752
H: -0.34911 -0.54288 -2.30327  0.0176
H: -0.48647 -1.63252 1.73287  -0.0130
H: -0.44149 -2.51935 0.33491  0.0951